1.
C4H12 | ωB97M-V with the def2-TZVPD basis set

Values from the calculation:
Structure (SMILES): CC.CC
2S+1: 1
HOMO-LUMO gap in eV: 12.771
E_LUMO in eV: 1.17

Each line ends with the natural charge from an NBO analysis.
Geometry (Å):
C: -0.41128 0.90467 1.81507  -0.60
C: 1.09491 1.12527 1.68007  -0.61
H: -0.89559 1.87665 1.87303  0.20
H: -0.79798 0.32546 0.99002  0.21
H: -0.64530 0.41301 2.75911  0.20
H: 1.49618 1.86182 2.36107  0.21
H: 1.28928 1.46376 0.65827  0.20
H: 1.63872 0.17463 1.67971  0.20
C: -0.62552 -1.39996 -1.11078  -0.62
C: -0.03723 -0.59701 -2.28948  -0.62
H: -1.68504 -1.14772 -1.03797  0.21
H: -0.68446 -2.44855 -1.39159  0.21
H: -0.18732 -1.28843 -0.12913  0.21
H: 0.33543 -1.30199 -3.03476  0.20
H: 0.86350 -0.02265 -2.03215  0.21
H: -0.74830 0.06102 -2.79049  0.21

---

2.
C4H12 | ωB97M-V with the def2-TZVPD basis set

Values from the calculation:
Structure (SMILES): CC.CC
2S+1: 1
HOMO-LUMO gap in eV: 12.983
E_LUMO in eV: 1.18

Each line ends with the natural charge from an NBO analysis.
Geometry (Å):
C: -2.30546 -1.63741 1.08103  -0.61
C: -1.17104 -0.91426 0.34332  -0.61
H: -2.20681 -2.72809 1.03545  0.20
H: -2.34992 -1.37660 2.13327  0.20
H: -3.29038 -1.35701 0.69310  0.20
H: -0.75987 -0.11713 0.96290  0.20
H: -1.53546 -0.49144 -0.59071  0.21
H: -0.38089 -1.61561 0.10192  0.21
C: 2.08232 0.78697 -0.24540  -0.61
C: 1.43220 1.80535 -1.19657  -0.61
H: 1.63129 0.82359 0.74978  0.20
H: 1.91872 -0.23812 -0.58512  0.20
H: 3.15794 0.92582 -0.19033  0.20
H: 1.97279 2.74440 -1.17670  0.20
H: 1.41043 1.42838 -2.21883  0.20
H: 0.39412 1.96116 -0.89712  0.20

---

3.
C4H12 | ωB97M-V with the def2-TZVPD basis set

Values from the calculation:
Structure (SMILES): CC.CC
2S+1: 1
HOMO-LUMO gap in eV: 12.304
E_LUMO in eV: 1.10

Each line ends with the natural charge from an NBO analysis.
Geometry (Å):
C: 2.74641 -0.07322 1.87384  -0.61
C: 1.78741 0.85737 1.22895  -0.61
H: 3.62832 0.44891 2.01841  0.21
H: 2.35337 -0.48476 2.87847  0.20
H: 2.73448 -0.93993 1.26466  0.20
H: 2.10264 1.68949 0.51146  0.21
H: 1.21418 1.33036 2.06491  0.20
H: 1.16567 0.28822 0.60987  0.20
C: -2.53308 -0.98937 -1.95755  -0.62
C: -1.93407 0.19947 -1.24478  -0.61
H: -2.02509 -1.78888 -1.50752  0.21
H: -3.55074 -0.97546 -1.84805  0.21
H: -2.44451 -1.00800 -3.04996  0.21
H: -1.52221 0.98915 -1.90783  0.21
H: -1.16838 -0.22530 -0.46587  0.20
H: -2.55441 0.68196 -0.46900  0.21

---

4.
C4H12 | ωB97M-V with the def2-TZVPD basis set

Values from the calculation:
Structure (SMILES): CC.CC
2S+1: 1
HOMO-LUMO gap in eV: 11.965
E_LUMO in eV: 1.14

Each line ends with the natural charge from an NBO analysis.
Geometry (Å):
C: 1.29639 0.19025 -0.52323  -0.62
C: 2.31628 0.46303 -1.62650  -0.61
H: 1.65361 0.76988 0.24991  0.20
H: 0.27107 0.66315 -0.63938  0.21
H: 1.30334 -0.88987 -0.18885  0.21
H: 3.39662 0.42996 -1.24442  0.21
H: 2.13050 1.49530 -2.23584  0.20
H: 2.27715 -0.30911 -2.41575  0.20
C: -1.61161 -0.33365 0.34923  -0.59
C: -2.02158 -0.41946 1.85338  -0.63
H: -1.49654 -1.23713 -0.14999  0.21
H: -2.43457 0.32372 -0.04384  0.19
H: -0.79820 0.37859 0.27001  0.20
H: -3.09395 -0.41166 1.73041  0.22
H: -1.82565 -1.34531 2.27802  0.20
H: -1.36285 0.23230 2.33685  0.22

---

5.
C4H12 | ωB97M-V with the def2-TZVPD basis set

Values from the calculation:
Structure (SMILES): CC.CC
2S+1: 1
HOMO-LUMO gap in eV: 12.322
E_LUMO in eV: 1.15

Each line ends with the natural charge from an NBO analysis.
Geometry (Å):
C: 2.10615 1.63905 -0.42177  -0.61
C: 1.41842 0.74217 0.60398  -0.61
H: 2.18060 1.28880 -1.45440  0.20
H: 1.62897 2.60888 -0.47875  0.20
H: 3.13902 1.78244 -0.11200  0.20
H: 1.59957 1.23589 1.56626  0.20
H: 1.71563 -0.30985 0.59984  0.21
H: 0.32992 0.77148 0.51533  0.20
C: -2.09622 -1.04154 -0.76991  -0.61
C: -1.43282 -1.37442 0.56033  -0.62
H: -2.39967 -2.03499 -1.10508  0.21
H: -2.99300 -0.42737 -0.63021  0.21
H: -1.44987 -0.55826 -1.49837  0.20
H: -0.91582 -0.51084 0.98589  0.20
H: -0.75006 -2.21444 0.64528  0.21
H: -2.19043 -1.41854 1.37698  0.20

---

6.
C4H12 | ωB97M-V with the def2-TZVPD basis set

Values from the calculation:
Structure (SMILES): CC.CC
2S+1: 1
HOMO-LUMO gap in eV: 12.224
E_LUMO in eV: 1.08

Each line ends with the natural charge from an NBO analysis.
Geometry (Å):
C: 0.03018 -2.50560 1.07629  -0.61
C: 0.38210 -1.11465 1.35059  -0.62
H: -1.04742 -2.65368 0.99665  0.21
H: 0.48303 -2.99585 0.19024  0.20
H: 0.32173 -3.26784 1.93803  0.20
H: -0.18612 -0.97530 2.29874  0.21
H: 0.04232 -0.32278 0.62369  0.20
H: 1.43229 -0.83750 1.42534  0.21
C: 0.36376 2.06363 -1.71011  -0.61
C: -0.74890 1.60492 -0.75536  -0.60
H: 1.16293 1.33628 -1.72327  0.20
H: -0.12610 2.23354 -2.69601  0.21
H: 0.84469 2.97211 -1.25800  0.20
H: -1.11222 0.49305 -1.02525  0.19
H: -1.45922 2.41708 -0.73968  0.21
H: -0.51881 1.31106 0.20107  0.20